Record 1
C34H51N3NiO3SSbSi3 | ωB97M-V/def2-TZVPD

Each line ends with the Löwdin spin population.
Positions of all 97 atoms, in Å:
Ni (-0.1347, 0.2230, 1.0436)  1.7095
C (-1.4921, 4.5251, -0.5390)  0.0023
Si (-1.2009, 2.6385, 2.1925)  0.0131
C (-0.3868, 4.1422, 2.9213)  0.0010
C (-3.0463, 3.0661, 2.3084)  0.0016
C (-0.5819, 1.0510, 2.8854)  0.0626
Si (0.9967, 1.2172, 3.9166)  0.0152
C (1.7088, -0.4930, 4.3978)  -0.0004
C (2.3661, 2.0659, 2.9929)  0.0009
C (0.7910, 2.1253, 5.5520)  0.0063
Si (-1.7034, -0.2540, 3.5480)  0.0077
C (-3.4919, -0.0815, 2.9355)  0.0003
C (-1.8876, -0.2874, 5.4318)  0.0002
C (-1.1218, -1.8943, 2.7853)  0.0010
C (-1.4559, -3.2036, 3.2109)  0.0018
C (-0.9214, -4.2901, 2.5646)  -0.0031
C (-0.1107, -4.0398, 1.4605)  0.0026
C (0.1938, -2.7779, 1.1098)  0.0043
N (-0.3154, -1.6655, 1.7082)  0.0592
H (-1.3965, 5.0526, -1.5123)  0.0004
H (-2.5068, 4.2388, -0.4354)  0.0000
H (-1.3078, 5.3131, 0.2104)  0.0000
H (-0.6800, 5.0579, 2.5682)  0.0002
H (0.7039, 4.0641, 3.0722)  0.0000
H (-0.7717, 4.1532, 3.9583)  0.0004
H (-3.1401, 4.0350, 1.8157)  0.0002
H (-3.3201, 3.2133, 3.3108)  0.0003
H (-3.7386, 2.3885, 1.8305)  0.0000
H (1.7741, -1.3476, 3.7308)  -0.0001
H (0.9997, -0.8401, 5.2472)  0.0000
H (2.7225, -0.3158, 4.7889)  0.0000
H (1.9930, 2.4490, 2.0539)  0.0004
H (3.2526, 1.4131, 2.8097)  0.0001
H (2.8156, 2.8960, 3.5606)  0.0000
H (1.7525, 2.0176, 6.0715)  0.0009
H (-0.0268, 1.7679, 6.1333)  0.0000
H (0.6531, 3.1659, 5.3654)  0.0000
H (-3.9142, 0.8276, 3.3723)  0.0001
H (-4.1100, -0.9543, 3.2304)  0.0001
H (-3.6898, -0.0386, 1.8325)  -0.0001
H (-2.3580, 0.6370, 5.7218)  0.0002
H (-0.9322, -0.3545, 6.0151)  0.0000
H (-2.4398, -1.1134, 5.7990)  0.0001
H (-2.0887, -3.3657, 4.0696)  0.0004
H (-1.1618, -5.3327, 2.8576)  -0.0002
H (0.3287, -4.8929, 0.9151)  0.0005
H (0.8060, -2.6624, 0.2502)  0.0005
C (1.4894, 4.4130, -1.4182)  0.0000
O (0.8026, 3.7309, -0.3528)  0.0001
C (-0.5341, 3.2854, -0.5024)  0.0041
O (-0.7432, 2.3883, 0.5769)  0.0336
N (-0.6020, 2.5796, -1.7539)  0.0003
N (-1.8185, 1.7999, -1.9046)  0.0001
H (2.4787, 4.5987, -0.9646)  0.0000
H (1.0290, 5.4061, -1.5668)  0.0000
H (1.5635, 3.9261, -2.3913)  0.0000
H (0.1026, 1.8419, -1.6259)  0.0001
H (-2.5248, 2.4238, -1.5340)  0.0000
H (-2.0983, 1.8078, -2.8754)  0.0000
O (-1.4839, -0.5037, -0.5688)  0.0313
H (-1.6783, 0.3778, -1.1625)  0.0000
H (-2.3086, -0.7522, -0.1931)  0.0007
S (1.6309, 0.0330, -0.5753)  0.0309
Sb (1.0879, -1.4081, -2.3110)  0.0036
C (0.3264, -3.3998, -2.1494)  0.0008
C (-1.0666, -3.6780, -2.0383)  0.0001
C (-1.5109, -4.9793, -1.9636)  0.0000
C (-0.5063, -5.9915, -1.9059)  0.0000
C (0.8311, -5.6979, -1.8271)  0.0001
C (1.2676, -4.3977, -2.0289)  0.0001
C (2.9795, -1.6875, -3.2578)  0.0015
C (2.9698, -2.0233, -4.5709)  0.0001
C (4.1060, -2.0802, -5.3241)  0.0001
C (5.3507, -1.7326, -4.6842)  0.0001
C (5.3656, -1.3364, -3.3485)  0.0001
C (4.2280, -1.3515, -2.5825)  0.0010
C (-0.1189, -0.4462, -3.7703)  -0.0002
C (-1.2302, -1.1075, -4.3411)  0.0000
C (-2.0253, -0.4242, -5.2229)  0.0000
C (-1.6510, 0.8897, -5.6190)  0.0000
C (-0.5796, 1.5367, -5.0420)  0.0000
C (0.1861, 0.8635, -4.1066)  0.0000
H (-1.7399, -2.8253, -2.0497)  0.0002
H (-2.5389, -5.2331, -1.9799)  0.0000
H (-0.8034, -7.0474, -1.9400)  0.0000
H (1.5303, -6.5448, -1.7917)  0.0000
H (2.3034, -4.2440, -2.1415)  0.0000
H (2.0348, -2.1948, -5.0100)  0.0000
H (4.1274, -2.4721, -6.3294)  0.0000
H (6.2567, -1.7064, -5.2853)  0.0000
H (6.3617, -1.1009, -2.8952)  0.0000
H (4.2654, -1.0758, -1.5567)  0.0006
H (-1.4446, -2.1368, -4.0662)  0.0000
H (-2.8418, -1.0397, -5.6173)  0.0000
H (-2.1721, 1.3823, -6.4406)  0.0000
H (-0.1773, 2.4750, -5.3917)  0.0000
H (1.0993, 1.3194, -3.6672)  0.0001

Cartesian forces (eV/Å) of the 2 atoms listed first:
Ni -0.1 0.0 -0.5
C 1.0 0.4 -0.4

Calculated values
Energy above the lowest of the compared OMol25 structures with the same formula, charge and spin: 0.940 eV
Net charge: +1
Expectation value of S²: 2.0057
Total energy: -128744.1122 eV
Gap between HOMO and LUMO (alpha / beta): 7.8 / 8.1 eV
Spin multiplicity: 3

=====

Record 2
C2H3NO | ωB97M-V/def2-TZVPD

Each line ends with the Mulliken charge.
Positions of all 7 atoms, in Å:
C (-0.7751, -2.0232, -0.7600)  -0.3697
C (-0.5149, -0.8862, -0.4920)  -0.3211
H (-1.2730, -2.9527, -1.0931)  0.3243
H (-0.4277, 0.0021, 0.0341)  0.4253
N (0.7658, 1.9745, 0.3747)  -0.0886
O (0.8796, 1.1264, 1.2544)  -0.2216
H (1.3454, 2.7592, 0.6819)  0.2514

Cartesian forces (eV/Å) of the 2 atoms listed first:
C -1.2 -1.3 -0.9
C -0.4 -1.2 0.1

Calculated values
Energy above the lowest of the compared OMol25 structures with the same formula, charge and spin: 5.124 eV
Total energy: -5654.7806 eV
Gap between HOMO and LUMO: 9.3 eV

=====

Record 3
C37H60AuFN3O10P2S2 | ωB97M-V/def2-TZVPD

Each line ends with the Mulliken charge.
Positions of all 116 atoms, in Å:
Au (1.1431, 0.2910, -0.9929)  3.5977
C (-1.1334, -6.0786, 3.3134)  -1.0547
C (-1.9247, -4.8141, 2.9839)  -1.0809
N (-1.3682, -4.0841, 1.8600)  0.2674
C (-0.4387, -3.1329, 2.1003)  -0.1629
C (0.0193, -2.2313, 1.1911)  -0.6081
C (1.1290, -1.3121, 1.7177)  -0.3834
O (1.3402, -1.3474, 2.9192)  -0.7795
O (1.8105, -0.6278, 0.8912)  -0.5939
C (-0.6077, -2.1817, -0.1046)  1.5011
O (-0.6030, -1.2337, -0.8980)  -0.7664
C (-1.3963, -3.3809, -0.4291)  0.4888
C (-1.8288, -3.5729, -1.7416)  -0.5358
C (-2.5905, -4.6701, -2.0606)  0.0143
F (-3.0391, -4.8001, -3.3294)  -0.3581
C (-2.9103, -5.6551, -1.1116)  -1.3991
C (-2.5010, -5.4437, 0.1979)  -0.2463
C (-1.7645, -4.3104, 0.5638)  -0.0203
N (-3.5303, -6.8792, -1.4326)  0.2644
C (-3.5572, -7.3269, -2.8116)  -0.7659
C (-3.8108, -8.8469, -2.8078)  -0.6651
N (-3.5186, -9.3551, -1.4446)  -0.1211
C (-4.5248, -8.8637, -0.4685)  -0.7326
C (-4.6836, -7.3410, -0.6919)  -0.6892
H (-1.6001, -6.5983, 4.1475)  0.3771
H (-0.1135, -5.8167, 3.5876)  0.3569
H (-1.0968, -6.7537, 2.4600)  0.2896
H (-1.9181, -4.1452, 3.8473)  0.4891
H (-2.9681, -5.0503, 2.7609)  0.5076
H (-0.0480, -3.0631, 3.1088)  0.6829
H (-1.5428, -2.8520, -2.4998)  0.7681
H (-2.7263, -6.1908, 0.9432)  0.6272
H (-2.5882, -7.1082, -3.2641)  0.4883
H (-4.3284, -6.8319, -3.4153)  0.4342
H (-3.1666, -9.3440, -3.5314)  0.3578
H (-4.8455, -9.0853, -3.0533)  0.3397
H (-2.6147, -8.9478, -1.1667)  0.3790
H (-3.4566, -10.3769, -1.4269)  0.3344
H (-4.1732, -9.0940, 0.5388)  0.4177
H (-5.4693, -9.3828, -0.6316)  0.3623
H (-4.7517, -6.8219, 0.2626)  0.4562
H (-5.6091, -7.1401, -1.2483)  0.3375
C (4.6639, 0.8417, 0.4620)  -0.1632
O (4.4830, 0.9493, -0.9437)  -0.4185
P (3.4900, -0.0854, -1.7031)  -0.1667
O (3.9490, 0.1024, -3.1954)  -0.1492
C (3.7719, 1.2346, -4.0377)  -0.4153
O (4.2335, -1.4027, -1.2606)  -0.2529
C (3.8347, -2.7577, -1.3438)  -0.4904
H (5.6101, 0.3377, 0.6613)  0.3867
H (3.8572, 0.2701, 0.9222)  -0.1237
H (4.6896, 1.8523, 0.8687)  0.1362
H (3.5472, 0.8514, -5.0325)  0.3284
H (4.7015, 1.8043, -4.0467)  0.2820
H (2.9497, 1.8695, -3.7081)  0.0322
H (4.6416, -3.3247, -0.8763)  0.3240
H (3.7075, -3.0572, -2.3826)  0.2663
H (2.8975, -2.9147, -0.8099)  0.0581
O (1.8241, -1.0401, -4.7955)  -0.6868
S (0.9850, -1.0579, -3.6349)  1.3672
O (-0.2165, -1.8419, -3.7436)  -0.6878
O (1.7661, -1.4481, -2.4019)  -0.6830
S (0.4630, 0.9003, -3.2255)  -0.3590
O (0.5025, 2.2023, -0.0871)  -1.7645
P (0.5241, 3.6055, 0.4432)  0.4508
C (-1.2029, 3.7878, 1.1368)  0.3501
C (-1.5550, 5.0596, 1.9027)  0.2751
C (-3.0715, 5.1493, 2.0593)  -1.1045
C (-3.7444, 5.3919, 0.7050)  -0.7608
C (-2.9077, 4.8108, -0.4382)  -0.6101
C (-2.2114, 3.5272, 0.0024)  -0.8982
C (0.6783, 4.7800, -1.0034)  0.7089
C (0.9840, 6.2519, -0.7193)  -1.1112
C (2.4747, 6.5737, -0.6639)  -0.4582
C (3.1876, 6.0742, -1.9151)  -1.2919
C (3.0124, 4.5645, -2.0390)  0.0127
C (1.5351, 4.2102, -2.1358)  -0.2747
C (1.9664, 3.7083, 1.6335)  1.4144
C (2.1209, 2.3930, 2.3946)  -0.3363
C (1.3052, 2.3570, 3.6777)  -0.3472
C (1.7637, 3.4811, 4.5965)  -1.0757
C (1.5239, 4.8273, 3.9266)  -0.3096
C (2.1643, 4.9257, 2.5425)  -1.3080
H (-1.2369, 2.9361, 1.8276)  0.2764
H (-1.1960, 5.9484, 1.3857)  0.0795
H (-1.1002, 5.0389, 2.8915)  -0.3028
H (-3.3227, 5.9545, 2.7508)  0.4225
H (-3.4336, 4.2169, 2.4971)  0.3960
H (-3.8715, 6.4616, 0.5377)  0.3622
H (-4.7391, 4.9448, 0.7102)  0.3173
H (-2.1673, 5.5484, -0.7518)  0.1022
H (-3.5492, 4.6069, -1.2963)  0.5947
H (-1.7142, 3.0462, -0.8429)  0.1929
H (-2.9703, 2.8284, 0.3555)  0.6386
H (-0.3544, 4.7220, -1.3680)  0.2008
H (0.5051, 6.5696, 0.2092)  0.0519
H (0.5389, 6.8375, -1.5284)  0.5372
H (2.9319, 6.1081, 0.2094)  0.0592
H (2.5985, 7.6548, -0.5658)  0.4865
H (4.2476, 6.3298, -1.8603)  0.4966
H (2.7721, 6.5593, -2.8013)  0.3477
H (3.4669, 4.0688, -1.1795)  -0.0446
H (3.5215, 4.2033, -2.9339)  0.3367
H (1.3966, 3.1282, -2.1745)  -0.9065
H (1.1472, 4.6090, -3.0755)  0.7569
H (2.7593, 3.7365, 0.8689)  -0.1914
H (3.1734, 2.2706, 2.6597)  0.8104
H (1.8467, 1.5583, 1.7500)  -0.7065
H (1.4385, 1.3851, 4.1552)  0.4069
H (0.2432, 2.4701, 3.4486)  -0.0026
H (2.8254, 3.3554, 4.8167)  0.3849
H (1.2184, 3.4518, 5.5405)  0.4896
H (1.9321, 5.6282, 4.5457)  0.4924
H (0.4499, 4.9937, 3.8583)  -0.1525
H (3.2437, 5.0351, 2.6814)  0.5721
H (1.8065, 5.8348, 2.0562)  0.1735

Cartesian forces (eV/Å) of the 2 atoms listed first:
Au 1.0 0.4 0.7
C -0.2 0.2 0.0

Calculated values
Energy above the lowest of the compared OMol25 structures with the same formula, charge and spin: 2.999 eV
Net charge: +1
Total energy: -110941.0445 eV
Gap between HOMO and LUMO (alpha / beta): 6.2 / 6.3 eV

=====

Record 4
C6H15ClI2O2PSSc | ωB97M-V/def2-TZVPD

Each line ends with the Mulliken charge.
Positions of all 29 atoms, in Å:
I (2.3716, -0.2847, -1.5061)  0.3961
I (-1.9365, 0.4031, 1.7794)  0.4076
Sc (0.1441, 0.1397, 0.0249)  -0.8308
P (-0.8999, -1.7561, -0.9724)  1.3375
C (-0.5028, -3.3415, -0.1581)  -1.2381
C (-2.7217, -1.6890, -1.0102)  -1.2678
H (-0.5759, -1.0570, -3.2463)  0.3644
H (-1.1581, -2.7518, -3.1605)  0.4441
H (0.5571, -2.3538, -2.8155)  0.3709
C (-0.4757, -2.0134, -2.7271)  -1.2533
H (-3.0189, -0.7133, -1.4032)  0.3612
H (-3.1011, -2.4873, -1.6566)  0.4461
H (-1.0061, -4.1746, -0.6587)  0.4158
H (-0.8227, -3.2981, 0.8867)  0.3677
H (-3.1221, -1.7959, -0.0010)  0.3814
H (0.5794, -3.4968, -0.1916)  0.3695
C (1.0070, -0.8151, 1.3542)  0.6152
O (1.5447, -1.4110, 2.1840)  -0.0661
Cl (-0.9878, 1.3854, -1.6996)  -0.1773
C (2.6699, 3.3967, 1.4504)  -1.1624
S (1.3981, 2.2077, 0.8908)  0.9777
C (0.1114, 2.9408, 1.9631)  -1.2093
O (1.5485, 2.7284, -0.5468)  -0.4977
H (2.8239, 3.3056, 2.5461)  0.4334
H (2.4112, 4.4385, 1.1622)  0.4029
H (3.6355, 3.1396, 0.9655)  0.3861
H (0.3595, 3.9779, 2.2713)  0.3853
H (-0.8317, 3.0389, 1.3893)  0.4117
H (-0.0011, 2.3370, 2.8857)  0.4281

Cartesian forces (eV/Å) of the 2 atoms listed first:
I 1.0 0.2 -0.5
I -1.1 -0.1 0.9

Calculated values
Energy above the lowest of the compared OMol25 structures with the same formula, charge and spin: 5.371 eV
Net charge: +2
Total energy: -80089.3625 eV
Gap between HOMO and LUMO (alpha / beta): 5.2 / 5.6 eV